Record 1
This record from the Open Molecules 2025 dataset describes a molecular structure, C23H23ClLaN2P at a distorted geometry. The level of theory is the ωB97M-V functional and the def2-TZVPD basis.

```
51
Properties=species:S:1:pos:R:3:forces:R:3:lowdin_charge:R:1
La -0.043 0.078 1.694 1.30 0.49 3.01 1.113
Cl 2.278 -0.412 1.590 3.87 -0.87 -0.19 0.074
P -0.163 0.074 -0.989 0.23 0.18 -4.30 0.976
C -0.836 1.607 -1.570 0.15 0.34 0.19 -0.366
C -2.004 1.609 -2.337 -0.42 0.27 0.00 -0.052
C -2.473 2.801 -2.875 -0.09 -0.01 -0.04 -0.022
C -1.793 3.998 -2.643 0.11 -0.23 0.09 -0.009
C -0.631 3.999 -1.863 0.17 0.04 0.18 -0.034
C -0.156 2.817 -1.311 -0.25 0.09 -0.01 -0.107
C 1.510 -0.091 -1.580 -0.30 -0.31 0.01 -0.375
C 2.207 -1.294 -1.335 0.17 -0.09 -0.12 -0.138
C 3.459 -1.480 -1.890 -0.12 -0.25 0.11 -0.031
C 4.038 -0.476 -2.677 -0.10 -0.05 0.14 0.000
C 3.352 0.718 -2.896 -0.13 0.34 -0.10 -0.022
C 2.090 0.916 -2.350 0.74 0.38 -0.17 -0.050
C -1.133 -1.261 -1.629 -0.49 -0.94 0.33 -0.375
C -1.723 -2.245 -0.813 0.28 0.33 -0.30 -0.094
C -2.507 -3.229 -1.392 -0.14 -0.38 -0.18 -0.043
C -2.697 -3.261 -2.781 0.20 0.26 0.36 -0.021
C -2.095 -2.289 -3.580 -0.01 -0.07 -0.19 -0.033
C -1.310 -1.290 -3.013 -0.06 -0.37 -0.22 -0.092
H 1.761 -2.052 -0.693 0.16 0.03 -0.28 0.098
H 3.999 -2.407 -1.705 -0.13 0.21 -0.06 0.129
H 5.027 -0.625 -3.108 -0.24 0.04 0.11 0.132
H 3.802 1.506 -3.498 -0.13 -0.24 0.10 0.129
H 1.558 1.844 -2.511 0.19 -0.16 -0.22 0.098
H -2.532 0.680 -2.521 -0.05 0.28 0.04 0.108
H -3.380 2.795 -3.478 0.25 0.01 0.15 0.129
H -2.168 4.930 -3.064 0.11 -0.23 0.11 0.130
H -0.098 4.930 -1.679 -0.14 -0.21 -0.04 0.126
H 0.750 2.808 -0.701 -0.22 0.16 -0.12 0.118
H -1.558 -2.228 0.266 -0.25 -0.07 -0.30 0.051
H -2.971 -3.989 -0.764 0.13 0.21 -0.19 0.124
H -3.305 -4.044 -3.231 0.14 0.22 0.12 0.127
H -2.233 -2.311 -4.662 0.04 0.01 0.31 0.127
H -0.850 -0.528 -3.634 -0.02 -0.19 -0.03 0.124
H -1.310 1.270 1.426 -1.96 3.44 -0.67 -0.087
H -1.697 -0.518 1.446 -3.00 -2.40 -0.54 -0.118
N -0.304 -2.149 4.109 0.07 0.37 -0.38 0.141
C 0.135 -1.001 4.727 0.15 1.02 -0.39 -0.354
C 0.403 -0.947 6.096 0.17 0.13 0.60 0.015
C 0.850 0.236 6.673 -0.28 -0.55 -0.57 -0.004
C 1.033 1.375 5.880 0.02 0.35 -0.56 -0.039
C 0.762 1.297 4.527 -0.30 -1.18 0.75 -0.111
N 0.306 0.123 3.965 0.27 -0.02 2.78 -0.190
H -0.497 -2.202 3.105 0.05 -0.21 1.05 0.064
H -0.447 -3.001 4.639 0.06 0.34 -0.21 0.129
H 0.259 -1.838 6.700 0.04 0.12 -0.04 0.129
H 1.058 0.281 7.736 -0.04 -0.07 -0.11 0.131
H 1.381 2.305 6.318 -0.05 -0.14 -0.11 0.123
H 0.895 2.170 3.875 -0.09 -0.42 0.10 0.121
```
Forces are in eV/Å.

Properties
HOMO (alpha / beta): -14.5164 / -14.5162 eV
Frontier orbital gap (alpha / beta): 0.1759 / 0.2035 Eh
Charge: +2
Energy: -49853.31087 eV



Record 2
This record from the Open Molecules 2025 dataset describes a molecular structure, C23H23N2O3S2 at a distorted geometry. The level of theory is the ωB97M-V functional and the def2-TZVPD basis.

```
53
Properties=species:S:1:pos:R:3:forces:R:3:lowdin_charge:R:1
C -0.268 4.548 2.610 0.09 0.24 0.24 -0.189
C -0.936 3.292 2.066 -0.02 0.37 0.38 -0.157
N -0.940 2.254 3.108 -0.52 -0.48 -0.22 -0.191
C -1.071 0.931 2.740 -0.74 -0.41 1.35 -1.208
S -0.440 0.345 1.279 1.28 0.73 -0.48 0.826
S -1.751 -0.159 3.819 -0.33 -0.29 0.21 0.497
C -1.533 2.676 4.394 0.44 0.61 -0.42 -0.209
C -0.764 3.911 4.850 -0.21 0.10 0.09 -0.207
O -0.761 4.964 3.889 0.08 -0.65 -0.01 -0.156
H 0.824 4.364 2.641 -0.26 0.20 0.19 0.126
H -0.488 5.433 2.005 0.26 -0.38 -0.34 0.122
H -1.968 3.541 1.767 0.11 -0.23 0.04 0.136
H -0.390 2.932 1.185 -0.26 0.05 0.33 0.074
H -2.602 2.940 4.261 0.33 -0.26 0.02 0.131
H -1.447 1.882 5.160 -0.04 0.40 -0.68 0.061
H -1.282 4.334 5.723 0.40 -0.14 -0.06 0.120
H 0.272 3.604 5.099 -0.32 0.24 -0.02 0.127
C -1.344 -6.757 -1.775 0.40 0.21 -0.18 -0.075
N -0.491 -5.645 -2.140 -0.19 -1.31 -0.96 -0.243
C 0.826 -6.026 -2.603 -0.29 0.27 0.45 -0.083
C -0.756 -4.364 -1.723 -0.47 1.40 0.67 -0.264
C 0.211 -3.679 -0.966 -0.67 -0.48 -0.07 -0.001
C -0.045 -2.398 -0.532 0.30 -0.22 -0.11 -0.060
C -1.098 -1.666 -1.073 -0.21 -0.55 0.90 -0.227
C -1.064 -0.198 -0.859 -0.75 0.53 -1.98 -0.193
C -0.032 0.577 -1.460 -0.13 0.35 0.79 -0.161
C -0.178 2.059 -1.528 -0.59 -0.87 0.53 -0.353
O -1.187 2.728 -1.315 0.63 -0.37 -0.43 0.050
C 1.197 2.617 -1.689 1.09 0.30 0.26 -0.093
C 2.137 1.582 -1.598 -0.07 0.73 0.41 -0.096
C 3.489 1.837 -1.405 -0.03 -0.01 -0.44 -0.011
C 3.929 3.162 -1.464 -0.49 0.27 0.07 -0.081
C 2.990 4.212 -1.573 0.45 -0.26 -0.01 -0.087
C 1.622 3.945 -1.636 -0.24 -0.37 -0.31 -0.018
C 1.432 0.281 -1.407 -1.02 -0.52 0.19 -0.328
O 2.004 -0.759 -1.116 0.15 0.51 -0.47 0.056
C -2.132 -2.364 -1.751 0.54 0.51 0.29 -0.027
C -2.000 -3.728 -2.008 1.00 0.01 0.08 -0.028
H -2.393 -6.447 -1.715 0.26 -0.13 -0.03 0.078
H -1.196 -7.495 -2.577 -0.49 -0.14 0.41 0.075
H -1.040 -7.202 -0.806 -0.20 0.01 -0.22 0.088
H 1.216 -5.298 -3.318 -0.07 -0.02 0.04 0.093
H 1.560 -6.124 -1.791 0.07 -0.18 -0.04 0.076
H 0.692 -6.992 -3.090 0.38 0.00 -0.10 0.071
H 1.120 -4.201 -0.658 -0.30 0.15 -0.02 0.111
H 0.573 -1.967 0.248 0.00 0.11 -0.46 0.087
H -2.065 0.255 -0.838 0.54 0.16 -0.04 0.114
H 4.167 1.002 -1.213 -0.16 0.27 -0.14 0.117
H 4.993 3.394 -1.388 -0.32 -0.05 0.05 0.095
H 3.344 5.247 -1.582 -0.13 -0.36 0.04 0.096
H 0.876 4.734 -1.651 0.15 0.00 0.02 0.113
H -3.015 -1.819 -2.111 0.35 -0.24 0.26 0.112
H -2.799 -4.294 -2.485 0.21 0.20 -0.04 0.098
```
Forces are in eV/Å.

Properties
HOMO: -3.8496 eV
Frontier orbital gap: 0.2294 Eh
Energy above the lowest of the compared OMol25 structures with the same formula, charge and spin: 1.209 eV
Charge: -1
Energy: -55016.92535 eV



Record 3
This record from the Open Molecules 2025 dataset describes C23H23N3O6 in the gas phase at a distorted geometry. The level of theory is the ωB97M-V functional and the def2-TZVPD basis.

```
55
Properties=species:S:1:pos:R:3:forces:R:3:lowdin_charge:R:1
C -4.560 1.814 0.229 0.19 -0.17 -0.05 -0.109
C -3.166 1.224 0.399 -0.17 0.28 0.12 -0.255
H -2.672 1.157 -0.573 0.03 -0.06 0.02 0.077
H -3.239 0.213 0.805 0.07 -0.07 -0.04 0.113
C -2.295 2.072 1.331 -0.01 -0.31 -0.19 -0.164
C -0.929 1.468 1.484 0.05 0.08 0.12 -0.233
C 0.133 1.879 0.688 -0.02 -0.01 0.03 -0.038
C 1.371 1.289 0.834 0.10 -0.08 0.16 -0.002
C 1.596 0.280 1.763 -0.04 0.00 0.06 -0.199
C 0.540 -0.133 2.585 0.02 0.08 -0.02 -0.192
C -0.706 0.472 2.415 0.18 -0.04 -0.03 0.048
H -1.505 0.133 3.058 -0.11 -0.04 0.12 0.131
O 0.571 -1.072 3.568 -0.22 0.12 -0.30 -0.059
C 1.794 -1.608 4.025 0.35 -0.20 0.25 -0.059
H 1.550 -2.118 4.957 0.03 0.03 -0.05 0.096
H 2.209 -2.331 3.318 -0.04 0.10 0.08 0.077
H 2.530 -0.825 4.214 -0.05 -0.08 0.02 0.100
O 2.867 -0.269 1.876 -0.16 0.33 0.18 -0.061
C 3.321 -0.977 0.727 -0.31 -0.21 -0.24 -0.080
C 2.523 -2.230 0.558 0.77 -0.53 0.45 -0.224
C 2.766 -3.516 0.974 0.01 0.66 -0.30 -0.005
C 1.594 -4.243 0.707 -0.75 0.43 -0.40 0.034
C 0.708 -3.350 0.146 0.74 -0.98 0.54 -0.168
C -0.668 -3.609 -0.257 -0.35 0.19 -0.22 -0.394
O -1.247 -4.649 -0.012 0.19 0.05 0.05 0.084
N -1.333 -2.612 -0.940 -1.18 -0.46 -0.03 0.070
N -0.758 -1.507 -1.386 0.36 0.78 -0.47 0.071
C -1.418 -0.646 -2.050 -0.43 -0.81 0.31 -0.102
C -0.754 0.544 -2.540 0.36 0.72 -0.36 -0.199
C 0.619 0.699 -2.358 0.11 0.14 -0.10 0.053
C 1.245 1.836 -2.839 -1.34 -0.16 -0.19 -0.146
C 0.534 2.838 -3.494 0.22 -0.01 0.07 0.007
C -0.829 2.684 -3.665 0.09 0.03 0.02 -0.055
C -1.468 1.548 -3.198 0.14 -0.30 0.19 -0.025
H -2.533 1.436 -3.342 -0.13 -0.03 -0.01 0.115
H -1.396 3.453 -4.168 -0.03 0.07 -0.04 0.109
H 1.056 3.711 -3.853 0.01 0.02 -0.02 0.119
N 2.666 1.988 -2.657 0.54 0.08 0.05 -0.347
O 3.208 2.936 -3.180 0.14 0.18 -0.08 0.095
O 3.238 1.154 -1.984 0.25 -0.17 0.11 0.061
H 1.174 -0.071 -1.849 0.08 -0.03 0.04 0.117
H -2.483 -0.769 -2.276 0.03 -0.04 0.06 0.131
H -2.317 -2.812 -1.153 0.36 0.00 0.10 0.166
O 1.283 -2.131 0.057 0.13 0.28 -0.01 0.082
H 1.402 -5.279 0.896 -0.12 -0.21 0.01 0.122
H 3.672 -3.885 1.411 0.22 -0.01 0.10 0.117
H 4.364 -1.223 0.935 -0.12 -0.04 -0.12 0.143
H 3.261 -0.355 -0.172 0.05 -0.05 0.13 0.106
H 2.206 1.613 0.232 0.11 0.03 -0.06 0.110
H -0.008 2.669 -0.036 -0.01 0.11 -0.10 0.114
H -2.210 3.080 0.920 -0.03 0.06 0.05 0.118
H -2.780 2.141 2.306 -0.03 0.09 0.03 0.119
H -4.501 2.817 -0.189 -0.05 0.12 -0.04 0.072
H -5.067 1.874 1.189 -0.11 0.04 0.09 0.072
H -5.160 1.198 -0.437 -0.13 0.00 -0.06 0.066
```
Forces are in eV/Å.

Properties
HOMO: -8.2224 eV
Frontier orbital gap: 0.2747 Eh
Energy above the lowest of the compared OMol25 structures with the same formula, charge and spin: 6.010 eV
Energy: -40975.20053 eV



Record 4
This record from the Open Molecules 2025 dataset describes a molecular structure, C23H23N8OPbS4 at a distorted geometry. The level of theory is the ωB97M-V functional and the def2-TZVPD basis.

```
60
Properties=species:S:1:pos:R:3:forces:R:3:lowdin_charge:R:1
Pb -1.626 -0.934 -2.491 1.09 -3.65 -1.04 0.506
C -2.727 1.048 2.476 -0.21 0.46 0.14 -0.066
N -2.384 0.035 1.490 0.36 0.18 -1.19 -0.106
C -2.026 0.222 0.189 -0.42 0.77 2.54 -0.169
N -1.713 -0.934 -0.347 -0.34 0.21 3.24 -0.108
C -1.926 -1.816 0.671 -0.22 -0.89 1.10 -0.144
N -2.334 -1.272 1.821 0.80 -0.10 -2.14 0.165
C -1.562 1.941 2.848 0.89 0.43 0.26 -0.192
C -1.796 3.254 3.278 0.18 -0.01 -0.05 -0.028
C -0.735 4.078 3.662 0.12 -0.45 -0.04 -0.044
C 0.579 3.603 3.622 -0.20 0.23 0.05 -0.001
C 0.842 2.299 3.198 -0.96 0.41 0.20 -0.135
C -0.237 1.473 2.841 -0.24 -0.05 -0.20 0.033
C 2.202 1.792 3.120 1.30 0.02 0.15 -0.274
N 3.293 2.099 3.790 -1.45 -0.75 -0.78 0.124
N 4.285 1.242 3.332 -0.82 -0.68 -1.42 0.125
C 3.738 0.522 2.376 -0.04 0.84 1.12 -0.279
O 2.417 0.816 2.185 0.62 0.44 0.76 0.113
C 4.255 -0.565 1.564 0.61 -0.80 -0.64 -0.139
C 5.105 -1.524 2.121 0.10 -0.18 0.00 -0.003
C 5.541 -2.605 1.355 -0.19 0.32 -0.24 -0.047
C 5.137 -2.732 0.024 -0.09 0.13 0.15 -0.029
C 4.290 -1.781 -0.565 0.22 0.25 0.94 -0.191
C 3.927 -1.920 -2.028 0.26 -0.42 0.15 -0.070
N 2.653 -1.316 -2.382 -1.09 -0.48 0.36 -0.114
C 1.404 -1.736 -2.043 1.85 -0.24 0.22 -0.083
N 0.513 -0.934 -2.577 3.18 0.65 -0.17 -0.116
C 1.278 -0.029 -3.252 1.19 0.98 -0.71 -0.179
N 2.597 -0.220 -3.167 -2.28 -0.31 0.37 0.170
C 3.872 -0.691 0.218 -0.09 -0.23 -0.16 0.034
H -3.101 0.539 3.371 0.01 -0.11 -0.37 0.146
H -3.543 1.634 2.038 0.13 0.03 0.29 0.137
H -1.989 1.188 -0.293 -0.09 -0.14 0.32 0.064
H -1.775 -2.883 0.572 -0.05 0.15 -0.06 0.130
H -2.810 3.648 3.325 0.14 -0.11 -0.08 0.119
H -0.930 5.096 3.993 0.04 -0.23 -0.08 0.116
H 1.396 4.261 3.915 -0.11 -0.22 -0.10 0.127
H -0.030 0.441 2.553 -0.04 0.25 0.02 0.122
H 5.417 -1.443 3.161 -0.12 0.08 -0.22 0.126
H 6.195 -3.353 1.798 -0.14 0.16 -0.11 0.115
H 5.499 -3.582 -0.554 -0.14 0.15 0.04 0.119
H 3.849 -2.977 -2.308 0.26 0.17 0.11 0.138
H 4.706 -1.455 -2.643 -0.38 -0.03 -0.05 0.147
H 1.205 -2.595 -1.417 0.07 0.04 -0.07 0.157
H 0.861 0.791 -3.823 0.07 -0.18 0.09 0.104
H 3.237 0.082 -0.219 0.11 -0.19 0.08 0.125
S -2.321 1.950 -5.376 0.41 -0.79 1.23 0.558
C -1.835 0.817 -4.242 -0.97 2.98 -4.06 -1.638
S -1.626 -0.879 -4.960 0.16 1.93 1.03 0.477
S -1.626 1.535 -2.546 0.40 -1.53 -1.71 0.576
C -4.812 0.700 -2.080 1.34 1.60 0.55 -0.370
S -4.098 -0.934 -2.491 -5.32 1.53 0.47 0.699
C -5.838 -1.483 -2.629 -0.49 -2.51 -0.58 -0.337
H -5.377 0.679 -1.124 0.08 -0.31 -0.85 0.064
H -5.376 1.134 -2.933 0.20 -0.62 0.62 0.076
H -3.961 1.391 -1.905 -0.66 -0.32 -0.15 -0.034
H -6.369 -0.977 -3.463 0.57 0.01 0.76 0.071
H -6.369 -1.433 -1.654 0.52 0.36 -0.69 0.065
H -5.815 -2.558 -2.900 -0.07 0.52 0.12 0.051
H -1.626 -2.746 -2.491 -0.06 0.23 0.48 -0.005
```
Forces are in eV/Å.

Properties
HOMO: -10.4688 eV
Frontier orbital gap: 0.2332 Eh
Charge: +1
Energy: -86769.81105 eV



> energy of number 1 (C23H23ClLaN2P)?

-49853.31087 eV



> Which value of energy does entry 4 give?

-86769.81105 eV